{"formula": "C21H43ClN3O2", "method": "ωB97M-V with the def2-TZVPD basis set", "elements": ["C", "C", "C", "C", "C", "C", "C", "C", "C", "C", "C", "C", "C", "N", "C", "C", "C", "Cl", "C", "N", "N", "C", "C", "O", "C", "C", "O", "H", "H", "H", "H", "H", "H", "H", "H", "H", "H", "H", "H", "H", "H", "H", "H", "H", "H", "H", "H", "H", "H", "H", "H", "H", "H", "H", "H", "H", "H", "H", "H", "H", "H", "H", "H", "H", "H", "H", "H", "H", "H", "H"], "positions_angstrom": [[4.9260, -1.2118, 0.8797], [5.1051, -0.4946, -0.4765], [4.0065, 0.5207, -0.8332], [3.5046, 1.3772, 0.3384], [2.6928, 2.5785, -0.1811], [1.4604, 2.1472, -0.9748], [0.4038, 3.2466, -1.1550], [-0.3929, 3.4907, 0.1410], [-1.4382, 2.3605, 0.3553], [-1.6288, 2.1570, 1.8629], [-2.4380, 0.9057, 2.2479], [-1.9341, -0.3661, 1.5107], [-2.9862, -1.0272, 0.5939], [-2.5323, -1.1963, -0.8412], [-3.7487, -1.2645, -1.6994], [-4.0536, 0.0753, -2.3882], [-4.5909, 1.1510, -1.4553], [-2.5058, 0.6255, -3.1559], [-1.9218, -2.4333, -0.8951], [-2.6764, -3.6169, -0.8555], [-0.6461, -2.4956, -0.9674], [0.2482, -1.3407, -1.0581], [1.4996, -1.4852, -0.1504], [1.7094, -2.8355, 0.2279], [1.9868, -3.0305, 1.5799], [1.0849, -2.4974, 2.6821], [2.9084, -3.6627, 1.8531], [5.9102, -1.5828, 1.1796], [4.3145, -2.1099, 0.7650], [4.5897, -0.5675, 1.6912], [6.1093, -0.0813, -0.5599], [5.0652, -1.2778, -1.2420], [4.4438, 1.2183, -1.5601], [3.1536, 0.0724, -1.3506], [4.2945, 1.7137, 1.0112], [2.8053, 0.7547, 0.9192], [3.3642, 3.1128, -0.8640], [2.4442, 3.2892, 0.6118], [1.8060, 1.8721, -1.9758], [0.9809, 1.2575, -0.5336], [0.9366, 4.1761, -1.3898], [-0.2557, 3.0462, -2.0031], [0.3290, 3.3941, 0.9553], [-0.8647, 4.4717, 0.1348], [-1.0330, 1.4800, -0.1529], [-2.3535, 2.6685, -0.1533], [-2.1360, 3.0426, 2.2558], [-0.6617, 2.1142, 2.3713], [-3.5153, 1.0434, 2.1260], [-2.2692, 0.7360, 3.3142], [-1.6644, -1.1102, 2.2643], [-1.0122, -0.1090, 0.9899], [-3.2189, -2.0133, 1.0175], [-3.9110, -0.4601, 0.6012], [-3.6207, -1.9842, -2.5110], [-4.6358, -1.5831, -1.1422], [-4.7818, -0.0667, -3.1842], [-5.5686, 0.8693, -1.0559], [-3.9090, 1.2615, -0.6101], [-4.6557, 2.1165, -1.9526], [-2.8568, -3.9425, -1.8020], [-2.1827, -4.3211, -0.3135], [-0.2547, -3.4342, -0.9790], [0.5801, -1.2907, -2.0979], [-0.2475, -0.3975, -0.8625], [1.4242, -0.7944, 0.6912], [2.3381, -1.1226, -0.7490], [0.2673, -3.1954, 2.8669], [0.7107, -1.4862, 2.5165], [1.6988, -2.4578, 3.5766]], "total_charge": 1, "lumo_ha": -0.128, "multiplicity": 1, "smiles": "CCCCCCCCCCCCCN(C[C@@H](C)Cl)/C(N)=[NH+]\\CCOC(C)=O", "gap_ev": 9.56}

=====

{"formula": "C21H43GdN2P3Se", "method": "ωB97M-V with the def2-TZVPD basis set", "elements": ["Gd", "P", "P", "P", "H", "C", "C", "H", "C", "C", "C", "C", "C", "C", "C", "C", "C", "H", "H", "H", "H", "H", "H", "H", "H", "H", "H", "H", "H", "H", "H", "H", "H", "H", "H", "H", "H", "H", "H", "H", "H", "H", "H", "H", "H", "H", "C", "C", "C", "C", "C", "C", "Se", "H", "H", "H", "H", "H", "H", "C", "N", "C", "C", "N", "C", "H", "H", "H", "H", "H", "H"], "positions_angstrom": [[-0.9283, 0.0624, -0.3322], [-1.2719, -2.3232, 1.2259], [1.3988, -0.5545, 2.0375], [1.5063, -1.7339, -1.2189], [-3.1975, 2.7739, -4.5482], [-3.3130, 1.6876, -4.7054], [-3.0564, 0.7635, -3.7727], [-2.6862, 1.0251, -2.7702], [-2.6788, -2.0410, 2.3713], [-0.4896, -3.6993, 2.1394], [-2.1038, -3.2942, -0.1027], [2.7169, 0.6976, 2.3356], [0.6171, -0.4616, 3.6963], [2.5082, -2.0075, 2.3324], [1.3351, -1.8430, -3.0496], [1.7856, -3.5083, -0.8516], [3.2471, -1.1379, -1.1504], [-3.7162, 1.4055, -5.6912], [-3.2503, -0.2882, -4.0248], [-3.3639, -1.2894, 1.9549], [-2.2974, -1.6859, 3.3342], [-3.2103, -2.9964, 2.5137], [-0.0724, -3.3584, 3.0905], [0.2964, -4.1635, 1.5337], [-1.2469, -4.4625, 2.3610], [-2.6497, -2.6208, -0.7842], [-2.8101, -3.9962, 0.3604], [-1.3503, -3.8567, -0.6734], [3.2860, 0.4273, 3.2302], [2.2713, 1.6905, 2.4655], [3.3916, 0.7252, 1.4630], [1.3977, -0.4041, 4.4654], [-0.0214, -1.3311, 3.8825], [0.0018, 0.4480, 3.7430], [3.0475, -1.8520, 3.2774], [3.2423, -2.0883, 1.5205], [1.9364, -2.9405, 2.3981], [2.3164, -2.0697, -3.4857], [0.9732, -0.8929, -3.4543], [0.6250, -2.6390, -3.3123], [2.3546, -3.9711, -1.6669], [0.8288, -4.0349, -0.7554], [2.3462, -3.6365, 0.0806], [3.7782, -1.4951, -2.0428], [3.7765, -1.4920, -0.2609], [3.2528, -0.0388, -1.1502], [1.2941, 2.7961, -2.1761], [-0.0368, 3.1614, -2.5097], [-0.4296, 3.2159, -3.8519], [0.5662, 3.1014, -4.8602], [1.9048, 2.9148, -4.4913], [2.2923, 2.8144, -3.1630], [1.5706, 2.0665, -0.5049], [-0.2149, 0.6072, -2.0535], [-0.7480, 3.2719, -1.6791], [-1.4937, 3.3233, -4.0686], [0.2958, 3.1779, -5.9272], [2.6456, 2.8655, -5.2892], [3.3127, 2.5969, -2.8599], [-1.0487, 3.7025, 4.0822], [-1.6255, 2.8554, 3.0355], [-2.9543, 2.4098, 2.9851], [-3.0146, 1.6136, 1.8845], [-1.7686, 1.5196, 1.2819], [-0.9421, 2.3001, 2.0417], [-1.8329, 4.2969, 4.5683], [-0.5521, 3.1046, 4.8636], [-0.3094, 4.3900, 3.6545], [-3.6509, 2.7454, 3.7545], [-3.8759, 1.0975, 1.4667], [0.0927, 2.5528, 1.8073]], "s_squared": 16.81, "total_charge": 3, "lumo_ha": [-0.422, -0.476], "multiplicity": 8, "gap_ev": [5.75, 3.76]}